Record 1
Entry from the OMol25 dataset: a cluster of 2 separate species, C33H63ClNO5PSSi in total at a distorted geometry (ωB97M-V/def2-TZVPD).

Last columns: bonded neighbours and bond lengths (Å).
CARTESIAN COORDINATES (ANGSTROEM)
1 C 0.2565 -0.0948 3.2750  C2 1.542, H38 1.082, H39 1.083, H40 1.086
2 C 0.1370 -1.6082 3.0067  C1 1.542, P3 1.822, H41 1.088, H42 1.084
3 P -0.5057 -2.0916 1.3721  C2 1.822, C4 1.822, C6 1.845
4 C -0.3161 -3.8413 0.9007  P3 1.822, C5 1.528, H43 1.090, H44 1.089
5 C 0.5851 -4.2210 -0.2734  C4 1.528, H45 1.084, H46 1.092, H47 1.083
6 C -1.0333 -0.8077 0.1572  P3 1.845, C7 1.533, C24 1.553, O28 1.443
7 C -1.4968 -1.5523 -1.1005  C6 1.533, C8 1.533, H48 1.087, H49 1.087
8 C -2.4385 -0.8006 -2.0488  C7 1.533, C9 1.539, H50 1.085, H51 1.088
9 C -1.8883 0.4814 -2.6998  C8 1.539, C10 1.553, H52 1.088, H53 1.079
10 C -1.9028 0.4767 -4.2528  C9 1.553, C11 1.523, H54 1.091, H55 1.085
11 C -2.5701 1.7110 -4.8445  C10 1.523, C12 1.521, H56 1.090, H57 1.089
12 C -1.6244 2.8859 -5.0387  C11 1.521, C13 1.523, H58 1.088, H59 1.091
13 C -1.0464 3.5187 -3.7803  C12 1.523, C14 1.532, H60 1.086, H61 1.090
14 C -2.0516 4.3900 -3.0201  C13 1.532, Si15 1.885, H62 1.088, H63 1.093
15 Si -1.4870 4.8227 -1.2746  C14 1.885, C16 1.877, C17 1.890, C18 1.891
16 C -2.7958 5.8194 -0.3704  Si15 1.877, H64 1.087, H65 1.090, H66 1.085
17 C -1.1763 3.2617 -0.2545  Si15 1.890, H67 1.085, H68 1.085, H69 1.091
18 C 0.1541 5.7592 -1.3357  Si15 1.891, C19 1.398, C23 1.407
19 C 0.7076 6.2974 -2.5017  C18 1.398, C20 1.403, H70 1.080
20 C 1.9443 6.9607 -2.4870  C19 1.403, C21 1.395, H71 1.078
21 C 2.6338 7.0945 -1.2819  C20 1.395, C22 1.394, H72 1.079
22 C 2.0928 6.5907 -0.0996  C21 1.394, C23 1.401, H73 1.079
23 C 0.8602 5.9263 -0.1297  C18 1.407, C22 1.401, H74 1.081
24 C -2.1732 0.0526 0.7683  C6 1.553, C25 1.520, H75 1.087, H76 1.087
25 C -3.3366 -0.5547 1.5356  C24 1.520, C26 1.520, O27 1.430, H77 1.093
26 C -3.9994 -1.8154 1.0055  C25 1.520, H78 1.085, H79 1.087, H80 1.088
27 O -3.0103 -0.6815 2.9221  C25 1.430, H81 0.959
28 O -0.1011 0.2364 -0.1956  C6 1.443, C29 1.387
29 C 1.2158 0.0935 -0.6054  O28 1.387, S30 1.831, C31 1.550, H82 1.085
30 S 2.4713 -0.5520 0.5602  C29 1.831, H83 1.335
31 C 1.4294 -0.5214 -2.0124  C29 1.550, C32 1.541, O35 1.431, H84 1.086
32 C 2.6938 0.0677 -2.6680  C31 1.541, C33 1.500, H85 1.089, H86 1.084
33 C 2.4539 0.4446 -4.0999  C32 1.500, O34 1.193, H87 1.101
34 O 1.5682 1.1713 -4.4325  C33 1.193
35 O 1.6004 -1.9354 -1.8762  C31 1.431, C36 1.389
36 C 1.3981 -2.6091 -3.0742  O35 1.389, Cl37 1.770, H88 1.088, H89 1.090
37 Cl 2.2933 -4.1346 -3.0192  C36 1.770
38 H 0.2096 0.4958 2.3700  C1 1.082
39 H -0.4814 0.2300 3.9974  C1 1.083
40 H 1.2363 0.1088 3.6973  C1 1.086
41 H 1.1115 -2.0672 3.1626  C2 1.088
42 H -0.5044 -2.0303 3.7722  C2 1.084
43 H -1.2852 -4.3132 0.7381  C4 1.090
44 H 0.0816 -4.3367 1.7851  C4 1.089
45 H 1.6070 -3.8853 -0.1391  C5 1.084
46 H 0.6284 -5.3103 -0.3318  C5 1.092
47 H 0.1990 -3.8843 -1.2275  C5 1.083
48 H -0.6355 -1.8834 -1.6748  C7 1.087
49 H -2.0108 -2.4657 -0.8116  C7 1.087
50 H -3.3731 -0.5610 -1.5533  C8 1.085
51 H -2.7123 -1.5042 -2.8323  C8 1.088
52 H -2.5116 1.3158 -2.3842  C9 1.088
53 H -0.8931 0.7233 -2.3605  C9 1.079
54 H -0.8677 0.4629 -4.5963  C10 1.091
55 H -2.3917 -0.4242 -4.6083  C10 1.085
56 H -2.9630 1.4597 -5.8299  C11 1.090
57 H -3.4420 1.9902 -4.2541  C11 1.089
58 H -0.8136 2.5697 -5.6921  C12 1.088
59 H -2.1677 3.6630 -5.5792  C12 1.091
60 H -0.2016 4.1264 -4.0906  C13 1.086
61 H -0.6291 2.7783 -3.0976  C13 1.090
62 H -2.2680 5.3091 -3.5609  C14 1.088
63 H -2.9762 3.8192 -2.9066  C14 1.093
64 H -2.4000 6.2157 0.5608  C16 1.087
65 H -3.6005 5.1379 -0.0959  C16 1.090
66 H -3.2225 6.6207 -0.9653  C16 1.085
67 H -0.1334 3.1484 0.0210  C17 1.085
68 H -1.8218 3.2107 0.6164  C17 1.085
69 H -1.4274 2.4003 -0.8756  C17 1.091
70 H 0.1888 6.2218 -3.4461  C19 1.080
71 H 2.3680 7.3582 -3.3952  C20 1.078
72 H 3.5924 7.5902 -1.2547  C21 1.079
73 H 2.6012 6.6935 0.8467  C22 1.079
74 H 0.4313 5.5298 0.7796  C23 1.081
75 H -1.6617 0.7031 1.4732  C24 1.087
76 H -2.5612 0.7266 0.0086  C24 1.087
77 H -4.1259 0.2015 1.5062  C25 1.093
78 H -3.3408 -2.6765 0.9768  C26 1.085
79 H -4.4070 -1.6402 0.0134  C26 1.087
80 H -4.8495 -2.0418 1.6460  C26 1.088
81 H -3.3143 -1.5367 3.2306  O27 0.959
82 H 1.5748 1.1124 -0.7027  C29 1.085
83 H 2.1504 -1.8473 0.6027  S30 1.335
84 H 0.5688 -0.3182 -2.6422  C31 1.086
85 H 3.0275 0.9708 -2.1600  C32 1.089
86 H 3.5033 -0.6485 -2.5887  C32 1.084
87 H 3.1276 -0.0005 -4.8487  C33 1.101
88 H 0.3439 -2.8213 -3.2416  C36 1.088
89 H 1.7781 -2.0643 -3.9381  C36 1.090
90 C 3.5158 -5.8723 7.5710  O91 1.415, H96 1.094, H97 1.093, H98 1.090
91 O 3.3798 -4.5019 7.2470  C90 1.415, C92 1.413
92 C 3.6822 -4.1592 5.9097  O91 1.413, C93 1.535, H99 1.093, H100 1.098
93 C 2.5508 -4.4137 4.9044  C92 1.535, C94 1.526, N95 1.466, H101 1.095
94 C 2.3627 -5.8829 4.5377  C93 1.526, H102 1.089, H103 1.090, H104 1.092
95 N 1.2682 -3.8685 5.3586  C93 1.466, H105 1.016, H106 1.017
96 H 4.3473 -6.3313 7.0281  C90 1.094
97 H 2.5969 -6.4277 7.3687  C90 1.093
98 H 3.7191 -5.9367 8.6394  C90 1.090
99 H 3.8808 -3.0845 5.9274  C92 1.093
100 H 4.6103 -4.6536 5.5921  C92 1.098
101 H 2.8277 -3.8830 3.9873  C93 1.095
102 H 1.8356 -6.4323 5.3170  C94 1.089
103 H 1.7670 -5.9680 3.6285  C94 1.090
104 H 3.3213 -6.3738 4.3594  C94 1.092
105 H 1.3601 -2.8637 5.4816  N95 1.016
106 H 1.0968 -4.2204 6.2971  N95 1.017

Calculated values
Total energy ... -3215.27162 Ha
Multiplicity ... 1
LUMO ... 0.47 eV

=====

Record 2
Entry from the OMol25 dataset: a cluster of 10 separate species, C40H50N10 in total at a distorted geometry (ωB97M-V/def2-TZVPD).

Last columns: bonded neighbours and bond lengths (Å).
CARTESIAN COORDINATES (ANGSTROEM)
1 C -4.6981 -1.8141 2.4614  C2 1.359, C5 1.427, H6 1.080
2 C -5.8049 -2.0203 1.6997  C1 1.359, C3 1.415, H7 1.080
3 C -5.4123 -1.7691 0.3638  C2 1.415, N4 1.365, H8 1.080
4 N -4.1182 -1.3357 0.3862  C3 1.365, C5 1.382, H9 1.010
5 C -3.6422 -1.2562 1.6812  C1 1.427, N4 1.382, H10 1.080
6 H -4.6668 -1.8378 3.5407  C1 1.080
7 H -6.7409 -2.3759 2.1046  C2 1.080
8 H -6.0549 -1.8685 -0.4984  C3 1.080
9 H -3.6576 -0.7244 -0.2729  N4 1.010
10 H -2.7104 -0.7674 1.9247  C5 1.080
11 C 1.9972 2.9749 -4.4581  C12 1.409, C15 1.343, H16 1.080
12 C 1.2143 2.4450 -3.4129  C11 1.409, C13 1.348, H17 1.080
13 C 0.3608 3.3724 -2.9346  C12 1.348, N14 1.374, H18 1.080
14 N 0.4420 4.3990 -3.8434  C13 1.374, C15 1.418, H19 1.010
15 C 1.6211 4.2540 -4.6181  C11 1.343, N14 1.418, H20 1.080
16 H 2.7244 2.5130 -5.1095  C11 1.080
17 H 1.1806 1.4168 -3.0841  C12 1.080
18 H -0.4325 3.2752 -2.2083  C13 1.080
19 H -0.3618 4.9671 -4.0700  N14 1.010
20 H 1.8613 4.8193 -5.5064  C15 1.080
21 C 0.6968 0.0087 -0.6373  C22 1.413, C25 1.407, H26 1.080
22 C 0.0503 -0.6144 0.4533  C21 1.413, C23 1.477, H27 1.080
23 C 0.6382 0.1015 1.6041  C22 1.477, N24 1.356, H28 1.080
24 N 1.3854 1.1454 1.1671  C23 1.356, C25 1.378, H29 1.010
25 C 1.4945 1.0841 -0.2050  C21 1.407, N24 1.378, H30 1.080
26 H 0.5968 -0.2142 -1.6893  C21 1.080
27 H -0.6647 -1.4212 0.3888  C22 1.080
28 H 0.5037 -0.0461 2.6655  C23 1.080
29 H 1.6930 1.9354 1.7160  N24 1.010
30 H 1.9112 1.9169 -0.7520  C25 1.080
31 C -1.7433 -3.0309 -2.6159  C32 1.400, C35 1.330, H36 1.080
32 C -1.6400 -3.5595 -3.9087  C31 1.400, C33 1.396, H37 1.080
33 C -1.9781 -4.9110 -3.8192  C32 1.396, N34 1.323, H38 1.080
34 N -2.3951 -5.1457 -2.5863  C33 1.323, C35 1.391, H39 1.010
35 C -2.2145 -3.9936 -1.8287  C31 1.330, N34 1.391, H40 1.080
36 H -1.6790 -1.9764 -2.3914  C31 1.080
37 H -1.3851 -2.9984 -4.7956  C32 1.080
38 H -2.1065 -5.7038 -4.5412  C33 1.080
39 H -2.7741 -6.0425 -2.3173  N34 1.010
40 H -2.6264 -4.0438 -0.8316  C35 1.080
41 C -2.2469 1.3131 -1.7574  C42 1.389, C45 1.399, H46 1.080
42 C -3.1552 0.7982 -2.6736  C41 1.389, C43 1.396, H47 1.080
43 C -4.4306 1.1976 -2.2694  C42 1.396, N44 1.412, H48 1.080
44 N -4.2357 1.6899 -0.9600  C43 1.412, C45 1.353, H49 1.010
45 C -2.9263 1.8229 -0.6457  C41 1.399, N44 1.353, H50 1.080
46 H -1.1750 1.2877 -1.8865  C41 1.080
47 H -2.8111 0.3462 -3.5921  C42 1.080
48 H -5.4584 1.1334 -2.5947  C43 1.080
49 H -4.9597 2.1588 -0.4346  N44 1.010
50 H -2.4542 2.2033 0.2481  C45 1.080
51 C -2.3840 -6.4775 2.8205  C52 1.413, C55 1.351, H56 1.080
52 C -2.9250 -5.2059 2.5245  C51 1.413, C53 1.359, H57 1.080
53 C -1.9394 -4.4738 1.9418  C52 1.359, N54 1.337, H58 1.080
54 N -0.8841 -5.2873 1.8318  C53 1.337, C55 1.356, H59 1.010
55 C -1.0873 -6.4817 2.4402  C51 1.351, N54 1.356, H60 1.080
56 H -2.9052 -7.2285 3.3957  C51 1.080
57 H -3.8607 -4.7080 2.7317  C52 1.080
58 H -1.8910 -3.4326 1.6592  C53 1.080
59 H 0.0273 -5.0352 1.4769  N54 1.010
60 H -0.2771 -7.1839 2.5700  C55 1.080
61 C 0.8497 -5.1429 -0.5236  C62 1.398, C65 1.350, H66 1.080
62 C 1.3489 -6.4444 -0.4190  C61 1.398, C63 1.341, H67 1.080
63 C 2.4805 -6.3602 0.2950  C62 1.341, N64 1.401, H68 1.080
64 N 2.6487 -5.0072 0.6191  C63 1.401, C65 1.396, H69 1.010
65 C 1.6050 -4.2266 0.1183  C61 1.350, N64 1.396, H70 1.080
66 H -0.0541 -4.8570 -1.0411  C61 1.080
67 H 1.0100 -7.3449 -0.9096  C62 1.080
68 H 3.2483 -7.0626 0.5840  C63 1.080
69 H 3.3913 -4.6684 1.2140  N64 1.010
70 H 1.7476 -3.1656 0.2612  C65 1.080
71 C 5.4556 1.3748 -0.7965  C72 1.378, C75 1.388, H76 1.080
72 C 5.4763 1.6168 -2.1525  C71 1.378, C73 1.393, H77 1.080
73 C 6.7970 1.7449 -2.5765  C72 1.393, N74 1.356, H78 1.080
74 N 7.6111 1.5098 -1.5176  C73 1.356, C75 1.375, H79 1.010
75 C 6.7922 1.2609 -0.4421  C71 1.388, N74 1.375, H80 1.080
76 H 4.5448 1.2739 -0.2249  C71 1.080
77 H 4.5572 1.7096 -2.7121  C72 1.080
78 H 7.1369 2.0018 -3.5689  C73 1.080
79 H 8.6100 1.5645 -1.6560  N74 1.010
80 H 7.1573 0.9897 0.5375  C75 1.080
81 C -0.0828 5.1260 0.1515  C82 1.401, C85 1.421, H86 1.080
82 C -0.6228 3.9563 0.7013  C81 1.401, C83 1.358, H87 1.080
83 C -1.0327 4.2209 1.9685  C82 1.358, N84 1.388, H88 1.080
84 N -0.8370 5.5820 2.1561  C83 1.388, C85 1.343, H89 1.010
85 C -0.4156 6.1887 1.0343  C81 1.421, N84 1.343, H90 1.080
86 H 0.4663 5.1377 -0.7784  C81 1.080
87 H -0.5081 2.9627 0.2939  C82 1.080
88 H -1.4530 3.7300 2.8339  C83 1.080
89 H -1.1109 5.9297 3.0640  N84 1.010
90 H -0.3254 7.2645 1.0659  C85 1.080
91 C 2.0461 5.0290 5.7683  C92 1.428, C95 1.384, H96 1.080
92 C 1.3397 4.3916 4.7035  C91 1.428, C93 1.423, H97 1.080
93 C 2.3014 4.3974 3.6544  C92 1.423, N94 1.366, H98 1.080
94 N 3.3283 5.2351 3.9856  C93 1.366, C95 1.328, H99 1.010
95 C 3.1799 5.6271 5.2463  C91 1.384, N94 1.328, H100 1.080
96 H 1.6462 5.2944 6.7358  C91 1.080
97 H 0.3712 3.9139 4.6846  C92 1.080
98 H 2.3795 3.9130 2.6923  C93 1.080
99 H 4.0917 5.4078 3.3473  N94 1.010
100 H 3.9390 6.3306 5.5548  C95 1.080

Calculated values
Total energy ... -2101.53679 Ha
Multiplicity ... 1
LUMO ... 0.53 eV

=====

For each record above, in turn, the calculated energy above the lowest of the compared OMol25 structures with the same formula, charge and spin values are 0.0000; 4.5155 eV.
For each record above, in turn, the calculated molar mass values are 680.4; 670.9 g/mol.
For each record above, in turn, the calculated gap between HOMO and LUMO values are 0.2537; 0.3001 hartree.